{
  "formula": "C52H143N13O13",
  "method": "ωB97M-V/def2-TZVPD",
  "species": ["H", "H", "H", "N", "C", "H", "H", "H", "H", "H", "H", "H", "O", "H", "H", "H", "N", "H", "O", "H", "H", "C", "H", "N", "H", "C", "H", "H", "H", "H", "H", "H", "H", "H", "H", "H", "C", "H", "H", "H", "C", "H", "O", "H", "H", "H", "H", "C", "O", "C", "O", "C", "H", "H", "H", "H", "C", "C", "N", "H", "C", "H", "C", "H", "H", "O", "H", "O", "H", "H", "C", "C", "C", "H", "H", "C", "H", "H", "H", "H", "H", "H", "H", "H", "C", "C", "H", "N", "H", "H", "H", "H", "H", "C", "O", "H", "C", "N", "O", "C", "N", "H", "H", "N", "H", "H", "H", "H", "C", "H", "H", "C", "C", "H", "C", "C", "H", "H", "H", "H", "H", "N", "H", "H", "H", "H", "C", "H", "H", "H", "H", "H", "H", "C", "H", "H", "H", "H", "C", "H", "C", "H", "H", "H", "H", "H", "H", "H", "C", "H", "C", "C", "O", "C", "N", "H", "N", "H", "C", "H", "H", "O", "C", "H", "H", "H", "C", "H", "H", "C", "H", "H", "C", "C", "C", "H", "H", "H", "C", "H", "H", "H", "C", "C", "C", "H", "H", "N", "H", "C", "H", "H", "H", "H", "H", "H", "C", "H", "C", "C", "H", "H", "H", "C", "C", "H", "H", "H", "H", "O", "H", "O", "H", "H", "H", "C", "N", "H", "H", "H", "H"],
  "coordinates": [[7.099, -3.157, -12.662], [-13.680, -5.648, 4.235], [-1.214, -6.264, 9.351], [-1.726, -8.207, 2.965], [2.039, 0.233, -2.000], [2.296, -6.893, -2.683], [-0.809, 5.702, 6.452], [4.960, -1.555, 5.106], [-9.247, 4.515, 1.234], [-1.073, -1.873, 1.255], [3.416, -8.141, -3.126], [-1.006, 7.249, -1.311], [6.482, 5.327, -9.725], [-7.359, 3.041, 3.904], [1.447, -8.970, 4.416], [5.697, -4.313, -9.312], [5.695, -0.984, 5.498], [4.059, 0.922, 6.194], [1.184, 6.004, 6.084], [6.661, 7.852, -10.895], [-7.136, 4.783, 2.262], [1.714, 6.456, 7.324], [11.799, 2.700, -5.079], [8.477, 5.701, -1.417], [3.132, -6.949, 0.427], [-12.144, -6.529, 5.518], [12.231, 4.357, -4.723], [-13.420, -6.420, 7.037], [-12.215, 6.631, 2.465], [2.026, 8.303, 6.500], [6.588, 1.523, 6.282], [0.060, -8.137, 10.840], [-11.255, -6.311, 6.109], [-1.854, -8.233, 1.963], [-8.759, 6.304, 1.460], [-1.445, 11.020, -2.441], [0.096, 5.151, 6.198], [2.698, 0.069, -2.853], [3.771, -5.530, -0.056], [-11.849, -2.337, -3.913], [7.750, 7.899, -10.906], [8.009, 5.016, -4.730], [-3.249, 10.845, -2.386], [-7.794, -3.350, -3.371], [0.178, -9.728, 5.367], [-8.464, 5.881, 4.590], [-9.779, -4.116, 3.592], [8.561, 4.903, -2.629], [-11.888, -4.712, 3.762], [-2.000, -9.502, 3.538], [7.149, 2.403, 4.518], [-12.762, -5.335, 4.732], [5.416, -2.680, -8.620], [-0.212, -6.820, 11.928], [0.387, 8.301, -1.308], [10.017, 6.763, -11.108], [7.817, 5.526, -3.786], [5.694, 0.319, 4.846], [0.302, -5.045, 7.640], [-5.291, 10.867, -2.880], [10.152, 4.710, -2.907], [8.096, 4.200, 4.765], [6.598, -4.372, -1.927], [-1.361, 8.824, -3.247], [-9.032, 3.436, 4.237], [5.660, -5.254, -1.297], [-2.114, -0.554, 0.887], [10.455, 3.657, -3.881], [7.584, 5.245, -11.376], [3.180, 9.193, 8.350], [-1.087, -1.304, -0.914], [4.252, 0.793, 5.129], [8.271, 3.160, 5.039], [4.568, 6.775, 7.447], [-13.371, -1.838, -2.085], [-11.429, 6.205, 1.842], [3.919, -3.667, -11.674], [-4.838, 12.346, -2.283], [-12.455, -0.520, -2.553], [-0.225, 0.591, -0.627], [7.093, -3.750, -1.182], [-12.113, -8.646, 4.847], [-11.857, 5.356, 1.308], [0.812, 6.608, 7.916], [6.883, 1.255, 5.267], [-8.025, 4.863, 2.887], [5.446, -4.084, -14.328], [9.765, 6.906, -10.141], [8.203, 7.021, -8.965], [1.731, 1.278, -2.055], [4.863, -1.552, -12.828], [7.796, 0.663, 5.327], [-12.199, -1.375, -0.952], [-0.698, 8.289, -1.204], [-10.327, 5.672, 2.587], [-7.583, -1.594, -4.049], [2.525, 7.715, 7.270], [-13.067, -7.139, 6.423], [0.659, -6.207, 10.196], [4.974, -3.469, -11.864], [2.556, 8.423, 8.544], [0.637, -0.712, -0.033], [5.871, -0.036, 3.831], [-11.489, -3.529, -2.223], [-3.538, 8.704, -2.195], [9.226, 2.855, 4.611], [-4.057, -9.277, 3.963], [-1.269, -10.832, 2.136], [11.785, 3.459, -4.296], [4.245, -5.265, -2.533], [-2.636, -2.045, 0.450], [-1.708, -1.473, 0.464], [0.483, -7.189, 11.173], [6.540, 3.246, -10.081], [2.970, -7.642, -2.266], [4.055, 7.480, 6.794], [4.895, 4.032, -9.727], [4.045, -3.427, -9.312], [-10.144, -0.620, -3.509], [-11.264, -3.316, -1.262], [5.108, -2.448, -15.221], [3.259, -6.342, -0.370], [10.288, 6.337, -9.491], [3.192, 7.848, 9.079], [-2.132, -3.507, 9.199], [3.458, 0.104, 4.842], [0.917, -9.907, 4.586], [-9.567, -1.865, -2.198], [8.178, 3.909, -2.397], [6.749, 5.454, -3.580], [-3.816, -9.558, 2.338], [10.744, 4.455, -2.028], [3.891, 1.657, 4.572], [-3.434, -9.883, 3.305], [5.501, -6.478, -2.961], [7.532, 6.019, -1.256], [6.168, 3.708, -8.498], [8.318, 4.545, -9.924], [-9.147, 5.380, 1.890], [-3.079, 9.647, -0.796], [-10.421, -4.780, 4.171], [10.639, 5.607, -3.288], [-0.342, -2.481, -2.263], [-11.149, 6.967, 1.114], [4.002, 7.055, 5.791], [3.927, -3.260, -14.340], [-11.764, -7.380, 3.590], [-3.436, -10.969, 3.400], [-1.450, -3.616, 8.356], [8.157, 3.095, 6.122], [-1.442, 9.253, -2.248], [-0.571, -5.531, 9.839], [-9.468, -2.483, -4.098], [-2.911, 9.533, -1.867], [-0.656, 10.394, -2.358], [-1.124, -11.400, 3.781], [6.756, -2.249, -12.939], [-0.122, 10.216, -3.196], [-0.281, -4.401, 8.804], [-0.717, -8.159, 2.970], [5.485, -4.430, -11.925], [0.384, -10.178, 3.259], [-8.259, 3.475, 3.469], [8.260, 6.497, -4.008], [-1.040, -2.678, 7.981], [5.292, -0.951, 6.424], [4.028, -7.089, -1.409], [8.343, 7.907, -11.821], [0.884, -5.737, 8.090], [4.888, -6.062, -2.161], [-1.160, -5.263, 10.717], [-10.598, -3.943, -2.457], [-12.347, -1.469, -2.028], [5.131, -3.386, -9.400], [8.344, 6.845, -10.031], [-9.979, -5.759, 4.355], [6.087, -3.703, -2.620], [2.430, -8.477, -1.820], [-11.433, -2.274, -2.907], [-1.659, -0.747, -1.657], [-8.459, 2.719, 2.709], [-10.391, -4.240, 5.117], [7.712, 5.368, -10.301], [5.003, -3.088, -14.345], [-11.672, -7.672, 4.635], [2.599, 0.101, -1.074], [-4.879, 11.078, -1.067], [-0.783, -2.691, -1.378], [7.938, 8.914, -10.555], [0.103, -0.403, -0.932], [-0.045, 4.686, 5.223], [-0.424, -5.626, 7.245], [-10.607, -7.881, 4.744], [1.452, -7.329, 11.651], [4.582, 8.432, 6.854], [-12.621, -7.819, 7.022], [5.418, -2.475, -12.995], [8.468, 5.099, -0.606], [-8.047, -2.579, -4.099], [-10.121, -1.633, -3.108], [-1.883, -9.357, 4.612], [-2.041, -4.027, 7.538], [-12.985, -4.601, 5.507], [-0.933, -10.545, 3.132], [-4.644, 11.288, -2.111], [4.776, -7.810, -1.081], [1.760, -10.563, 4.804], [-0.901, 8.596, -0.178], [0.372, 4.533, 7.053], [5.392, -2.873, -10.693], [-7.847, 6.679, 3.358], [0.881, -0.570, -2.143], [7.334, -4.891, -2.540], [0.415, -3.734, 9.313], [-0.103, -3.246, -0.879], [5.967, 3.992, -9.531], [-7.730, 5.833, 3.897], [-7.698, -3.064, -5.011], [6.998, -1.582, -12.220], [2.261, 5.627, 7.773], [12.359, 3.193, -3.409]],
  "e_above_lowest_kj_mol": 1115.1,
  "total_energy_ha": -3756.3155,
  "spin_multiplicity": 1,
  "max_force_ev_per_a": 4.82
}



{
  "formula": "C4H6N2O",
  "method": "ωB97M-V/def2-TZVPD",
  "species": ["H", "H", "H", "C", "H", "H", "C", "H", "N", "N", "C", "O", "C"],
  "coordinates": [[-1.741, 0.491, 0.276], [1.311, 1.439, 2.154], [-2.311, -2.168, -0.792], [-0.805, 0.106, 0.011], [1.693, 2.257, 0.616], [0.976, -2.125, -1.446], [0.642, -1.281, -0.926], [-0.060, 2.202, 1.279], [-0.731, -1.054, -0.684], [1.357, -0.344, -0.385], [0.538, 0.512, 0.235], [-1.760, -1.666, -1.451], [0.890, 1.630, 1.113]],
  "smiles": "Cc1cn(O)cn1",
  "e_above_lowest_kj_mol": 269.6,
  "total_energy_ha": -340.6922,
  "spin_multiplicity": 1,
  "max_force_ev_per_a": 3.55
}



{
  "formula": "C21H43N3O9PS5",
  "method": "ωB97M-V/def2-TZVPD",
  "species": ["C", "H", "S", "O", "C", "H", "H", "H", "H", "H", "C", "S", "H", "H", "N", "C", "C", "H", "H", "H", "H", "N", "H", "C", "C", "H", "H", "H", "H", "H", "H", "H", "C", "H", "H", "H", "O", "H", "C", "H", "C", "H", "C", "H", "O", "O", "C", "H", "C", "C", "O", "S", "O", "C", "C", "C", "H", "S", "O", "C", "H", "H", "H", "C", "H", "H", "P", "H", "C", "N", "O", "H", "C", "H", "H", "H", "H", "H", "H", "S", "O", "H"],
  "coordinates": [[-8.564, 3.956, -1.539], [-9.475, 3.458, -1.877], [-2.629, 3.062, -5.151], [-6.564, -0.996, -0.905], [3.375, 2.224, 7.174], [5.919, -2.058, -0.198], [3.209, -0.607, 0.457], [-3.435, 1.120, -2.020], [-4.800, 4.014, -4.771], [-2.686, 5.461, -5.170], [-3.611, -0.021, -2.069], [-7.568, 2.800, -0.573], [-8.353, 1.897, 1.492], [3.056, -0.029, 4.294], [-7.545, -0.739, 1.120], [5.029, 0.005, -0.762], [-0.046, -3.503, -1.401], [6.178, -0.672, 4.697], [2.149, -3.130, -0.793], [2.214, 0.865, -1.379], [7.824, -0.533, 5.359], [-0.057, -0.582, -2.284], [5.185, 0.765, 0.088], [-2.624, -0.753, -3.098], [2.486, -0.214, -1.631], [2.294, 2.339, 7.270], [-8.879, -1.023, -0.720], [3.721, 1.392, 7.790], [-9.684, 2.112, 0.329], [9.927, -2.223, 2.576], [-3.113, -1.621, -3.677], [9.944, -1.411, 4.161], [2.900, 0.367, 5.299], [3.275, -0.349, 6.033], [-9.019, 3.524, 1.206], [2.962, -0.199, -2.684], [-1.806, 2.073, -4.381], [5.166, 0.487, -1.792], [9.359, -2.042, 3.489], [-7.983, 4.273, -2.405], [-7.829, -0.954, -0.294], [-4.676, -0.130, -2.512], [6.270, -1.040, -0.615], [9.133, -2.995, 3.971], [-1.305, -5.652, 0.085], [-6.423, 3.569, 0.004], [-8.781, 2.565, 0.743], [-2.262, -3.433, -2.130], [-5.488, -0.830, 0.001], [-1.281, -1.319, -2.454], [6.850, -1.337, -1.930], [3.799, 1.927, 5.444], [5.258, 1.610, 5.388], [-1.303, -2.826, -2.007], [3.597, -0.762, -0.614], [1.172, -1.146, -1.724], [-1.075, -5.358, 0.998], [-3.687, -0.821, -0.383], [1.395, -5.652, -0.171], [1.242, -2.620, -1.248], [7.794, -1.557, -1.754], [-4.757, 2.271, -4.414], [7.071, -0.660, 0.137], [-4.219, 3.214, -4.310], [3.867, 3.142, 7.497], [-4.062, 3.427, -3.250], [0.057, -5.322, -0.872], [7.079, -2.145, 5.133], [7.165, -1.134, 4.730], [-6.187, -0.677, 1.243], [-0.061, -6.224, -2.336], [1.835, 0.544, 5.456], [-2.033, 4.711, -4.722], [-0.039, 0.411, -2.601], [-2.345, 0.030, -3.897], [3.841, -1.876, -0.738], [-8.816, 4.828, -0.932], [-0.304, -5.571, -3.039], [-2.012, 4.829, -3.637], [7.825, -1.194, 3.051], [6.988, -2.158, 2.273], [-1.023, 4.828, -5.119]],
  "total_charge": 1,
  "total_energy_ha": -3999.1455,
  "spin_multiplicity": 1,
  "max_force_ev_per_a": 6.86
}



no.,Kohn-Sham gap (eV),highest occupied orbital energy (eV)
1,9.10,-8.768
2,8.98,-8.399
3,5.74,-10.380